No. 1
ORCA calculation (the ωB97M-V functional and the def2-TZVPD basis) on a cluster of 2 separate species, C4H11NO2 in total.

```
18
Properties=species:S:1:pos:R:3:mulliken_charge:R:1
C 0.860 0.453 1.487 -0.44
C -0.454 0.166 2.119 -0.84
N 0.973 -0.311 0.093 -0.55
H 1.017 -1.310 0.277 0.28
H 1.811 -0.022 -0.402 0.28
H 1.721 0.128 2.086 0.34
H 0.972 1.497 1.195 0.31
H -0.835 1.015 2.677 0.26
H -0.416 -0.718 2.753 0.32
H -1.199 -0.114 1.150 0.29
C -0.216 -0.697 -2.357 -1.25
C -0.626 -0.052 -1.057 0.88
O -0.573 1.321 -1.178 -0.49
O -1.549 -0.536 -0.340 -0.77
H -1.100 1.708 -0.466 0.36
H -0.998 -0.515 -3.098 0.35
H -0.091 -1.769 -2.218 0.32
H 0.703 -0.246 -2.722 0.35
```

Energy relative to the best compared isomer or geometry (same formula, charge and spin) ... 1.908 eV
E_LUMO ... 0.79 eV
M ... 105.1 g mol⁻¹
Electronic energy ... -364.19804 a.u.
Orbital gap ... 9.5 eV

***

No. 2
ORCA calculation (the ωB97M-V functional and the def2-TZVPD basis) on the ion C7H16N3 with charge +1.

```
26
Properties=species:S:1:pos:R:3:mulliken_charge:R:1
C 2.967 -1.132 0.195 -0.70
C 1.714 -0.519 0.900 -0.30
C 0.378 1.657 0.437 -0.87
C -0.806 1.670 -0.448 -0.70
C -1.892 -0.277 0.352 0.11
C 2.132 0.576 -0.992 -0.05
C -2.832 -1.400 -0.096 -1.35
N 3.017 -0.386 -1.036 -0.13
N 1.449 0.695 0.083 0.16
N -1.225 0.255 -0.780 -0.31
H 3.855 -1.082 0.792 0.35
H 2.700 -2.100 0.073 0.40
H 0.820 -1.145 0.859 0.16
H 2.039 -0.426 1.967 0.31
H 0.775 2.621 0.559 0.38
H 0.124 1.215 1.415 0.43
H -1.683 2.221 0.013 0.39
H -0.475 2.180 -1.377 0.43
H -2.344 0.429 1.079 0.29
H -1.019 -0.703 0.913 -0.05
H -3.567 -0.979 -0.720 0.37
H -3.241 -2.010 0.769 0.35
H -2.396 -2.208 -0.709 0.35
H 3.732 -0.438 -1.755 0.25
H -1.769 0.425 -1.627 0.30
H 2.181 1.233 -1.828 0.43
```

Energy relative to the best compared isomer or geometry (same formula, charge and spin) ... 1.958 eV
Total charge ... +1
E_LUMO ... -2.84 eV
M ... 142.2 g mol⁻¹
Electronic energy ... -440.30979 a.u.
Orbital gap ... 9.9 eV

***

No. 3
ORCA calculation (the ωB97M-V functional and the def2-TZVPD basis) on a cluster of 2 separate species, C9H15N3 in total.

```
27
Properties=species:S:1:pos:R:3:mulliken_charge:R:1
C 4.237 0.505 -0.365 -0.25
C 3.337 1.637 -0.017 -0.55
C 3.827 -0.788 -0.124 -0.76
C 2.024 1.399 0.067 -0.14
C 2.488 -0.975 0.130 0.02
C 1.487 0.094 0.111 0.85
C -2.147 0.126 0.117 -0.77
C -0.778 0.788 -0.319 -0.66
C -4.394 0.907 0.162 -0.13
N -3.329 0.539 -0.520 0.02
N 0.254 -0.166 -0.130 -0.12
N -1.423 -2.499 0.262 -0.82
H 5.354 0.733 -0.473 0.35
H 3.731 2.626 0.214 0.41
H 4.560 -1.468 -0.189 0.51
H 1.278 2.150 0.358 0.33
H 2.237 -2.040 0.373 0.28
H -1.920 -1.123 -0.082 0.45
H -2.150 0.234 1.159 0.49
H -0.796 0.968 -1.439 0.43
H -0.633 1.719 0.187 0.35
H -5.302 1.260 -0.467 0.25
H -4.632 1.083 1.136 0.35
H -3.259 0.705 -1.479 0.28
H -1.547 -2.323 1.283 0.34
H -0.408 -2.876 0.129 0.22
H -2.096 -3.215 -0.085 0.30
```

Energy relative to the best compared isomer or geometry (same formula, charge and spin) ... 5.539 eV
Total charge ... +2
E_LUMO ... -9.90 eV
M ... 165.2 g mol⁻¹
Electronic energy ... -515.42126 a.u.
Orbital gap ... 6.0 eV

***

No. 4
ORCA calculation (the ωB97M-V functional and the def2-TZVPD basis) on a structure of composition C20H22N2O2SSiTi.

```
49
Properties=species:S:1:pos:R:3:lowdin_spin:R:1
Ti -0.293 0.350 0.953 0.95
C 2.257 1.714 -1.560 0.00
Si 2.379 -0.106 -1.199 0.00
C 2.183 -1.131 -2.741 0.00
C 3.991 -0.470 -0.333 0.00
N 0.992 -0.490 -0.155 -0.02
C 0.513 -1.784 0.110 0.00
C 1.330 -2.904 0.350 0.00
C 0.782 -4.132 0.647 0.00
C -0.601 -4.297 0.764 0.00
C -1.435 -3.220 0.568 0.00
C -0.874 -1.998 0.226 0.00
O -1.709 -0.861 0.052 0.01
C -2.494 -0.792 -1.131 0.01
C -3.603 0.026 -1.074 0.00
C -4.382 0.154 -2.214 0.00
C -4.044 -0.533 -3.372 0.00
C -2.921 -1.346 -3.396 0.00
C -2.124 -1.482 -2.266 0.00
H 3.074 1.988 -2.232 0.00
H 2.354 2.323 -0.659 0.00
H 1.317 1.970 -2.051 0.00
H 3.009 -0.946 -3.430 0.00
H 1.254 -0.879 -3.259 0.00
H 2.174 -2.201 -2.523 0.00
H 4.816 -0.053 -0.916 0.00
H 4.186 -1.537 -0.219 0.00
H 4.021 -0.012 0.658 0.00
H 2.403 -2.782 0.288 0.00
H 1.436 -4.979 0.806 0.00
H -1.017 -5.263 1.013 0.00
H -2.512 -3.305 0.645 0.00
H -3.850 0.547 -0.157 0.00
H -5.258 0.787 -2.191 0.00
H -4.658 -0.434 -4.257 0.00
H -2.654 -1.880 -4.297 0.00
H -1.244 -2.111 -2.277 0.00
O 0.064 0.966 2.773 0.01
N 0.075 2.274 3.101 0.01
C 0.447 2.585 4.358 0.00
C 0.496 3.892 4.754 0.00
C 0.159 4.886 3.832 0.00
C -0.215 4.536 2.557 0.00
C -0.263 3.194 2.170 0.01
S -0.754 2.661 0.598 0.01
H 0.689 1.738 4.981 0.00
H 0.794 4.130 5.764 0.00
H 0.193 5.927 4.120 0.00
H -0.482 5.279 1.819 0.00
```

Energy relative to the best compared isomer or geometry (same formula, charge and spin) ... 0.000 eV
Total charge ... +1
E_LUMO (spin up / spin down) ... -3.24 / -3.06 eV
M ... 430.4 g mol⁻¹
Electronic energy ... -2572.34464 a.u.
Multiplicity ... 2
Orbital gap (spin up / spin down) ... 8.3 / 8.5 eV

***

No. 5
ORCA calculation (the ωB97M-V functional and the def2-TZVPD basis) on a structure of composition C16H16B2Ba2Br8O16.

```
60
Properties=species:S:1:pos:R:3:lowdin_spin:R:1
Ba -6.172 0.209 0.726 0.00
Ba 2.338 4.636 2.340 0.80
O 0.371 3.354 3.741 0.06
C -0.647 2.847 4.282 0.00
O -1.945 3.207 4.150 0.00
B -2.757 2.217 4.777 0.00
O -1.880 1.595 5.783 0.00
C -0.655 1.767 5.365 0.00
O 0.342 1.109 5.659 0.00
O -3.385 1.226 3.784 0.00
C -4.620 1.257 3.916 0.00
O -5.429 0.568 3.338 0.00
C -5.002 2.241 5.082 0.00
O -3.929 2.930 5.392 0.00
O -6.154 2.409 5.533 0.00
O -2.348 -2.796 -0.329 0.00
C -1.707 -1.751 -0.104 0.00
O -0.435 -1.567 0.106 0.00
B -0.233 -0.151 0.192 0.00
O -1.615 0.528 0.144 0.00
C -2.485 -0.393 0.027 0.00
O -3.716 -0.320 0.029 0.00
O 0.380 0.281 1.506 0.00
C 1.449 1.113 1.208 0.01
O 2.036 1.812 2.005 0.03
C 1.615 1.182 -0.345 0.00
O 0.567 0.479 -0.899 0.00
O 2.420 1.913 -0.877 0.02
Br 6.467 1.442 1.427 0.02
C 5.735 1.699 -0.339 0.00
C 5.650 0.365 -1.123 0.00
Br 4.836 0.762 -2.876 0.00
H 6.313 2.443 -0.888 0.00
H 4.764 2.174 -0.201 0.00
H 5.005 -0.357 -0.622 0.00
H 6.625 -0.072 -1.337 0.00
Br -4.794 -8.121 -1.605 0.00
C -4.187 -7.335 0.139 0.00
C -4.159 -5.773 0.206 0.00
Br -3.845 -5.267 2.117 0.00
H -3.171 -7.699 0.296 0.00
H -4.640 -7.843 0.990 0.00
H -5.119 -5.344 -0.080 0.00
H -3.355 -5.355 -0.400 0.00
Br -0.686 -0.201 -4.056 0.00
C 0.396 -1.735 -3.370 0.00
C 1.893 -1.428 -3.486 0.00
Br 3.013 -2.643 -2.456 0.00
H 0.173 -2.664 -3.896 0.00
H 0.031 -1.801 -2.345 0.00
H 2.027 -0.432 -3.063 0.00
H 2.178 -1.432 -4.538 0.00
Br 3.567 1.628 -6.046 0.00
C 2.407 2.457 -4.685 0.00
C 3.250 3.699 -4.105 0.00
Br 1.846 4.719 -3.065 0.03
H 2.255 1.824 -3.811 0.00
H 1.446 2.756 -5.105 0.00
H 3.736 4.324 -4.854 0.00
H 3.940 3.309 -3.357 0.00
```

Energy relative to the best compared isomer or geometry (same formula, charge and spin) ... 0.673 eV
Total charge ... +1
E_LUMO (spin up / spin down) ... -5.09 / -5.10 eV
M ... 1399.8 g mol⁻¹
Electronic energy ... -22516.15858 a.u.
Multiplicity ... 2
Orbital gap (spin up / spin down) ... 1.9 / 6.5 eV

***

No. 6
ORCA calculation (the ωB97M-V functional and the def2-TZVPD basis) on a structure of composition C3H4BrO3Zr.

```
12
Properties=species:S:1:pos:R:3:mulliken_charge:R:1
Zr -0.393 -5.394 0.374 1.87
Br 1.191 -3.484 1.149 0.09
C -0.175 0.369 0.695 0.30
C 0.859 1.226 -0.020 -0.21
O 0.074 1.804 -1.080 -0.14
C -1.052 1.095 -1.235 0.73
O -1.726 1.193 -2.239 -0.17
O -1.233 0.245 -0.255 -0.24
H -0.522 0.824 1.632 0.36
H 0.134 -0.683 0.840 -0.23
H 1.715 0.710 -0.470 0.33
H 1.127 2.093 0.609 0.33
```

Energy relative to the best compared isomer or geometry (same formula, charge and spin) ... 0.489 eV
Total charge ... +3
E_LUMO ... -18.48 eV
M ... 259.2 g mol⁻¹
Electronic energy ... -2961.93821 a.u.
Orbital gap ... 2.1 eV

***

No. 7
ORCA calculation (the ωB97M-V functional and the def2-TZVPD basis) on a structure of composition C5H11NO3.

```
20
Properties=species:S:1:pos:R:3:mulliken_charge:R:1
C 0.000 0.849 0.993 -0.25
C -0.111 -0.568 0.852 0.18
C 1.736 1.128 0.137 -0.57
C 0.635 -1.536 -0.027 -1.48
C -1.939 -0.735 0.243 0.42
N -2.173 -0.257 -1.007 -0.31
O -0.723 1.855 0.389 -0.54
O 1.373 1.086 -1.244 -0.56
O -2.700 -1.486 0.819 -0.60
H -0.440 1.886 -0.550 0.40
H 2.030 0.545 -1.706 0.33
H 0.140 1.147 2.033 0.43
H -0.244 -1.005 1.843 0.31
H -3.109 -0.338 -1.389 0.25
H -1.455 0.300 -1.456 0.18
H 2.589 0.497 0.385 0.39
H 1.978 2.154 0.414 0.30
H 1.686 -1.631 0.258 0.38
H 0.219 -2.539 0.108 0.44
H 0.507 -1.353 -1.096 0.29
```

Energy relative to the best compared isomer or geometry (same formula, charge and spin) ... 3.823 eV
E_LUMO ... 0.53 eV
M ... 133.1 g mol⁻¹
Electronic energy ... -477.48500 a.u.
Orbital gap ... 8.8 eV

***

No. 8
ORCA calculation (the ωB97M-V functional and the def2-TZVPD basis) on a structure of composition C29H31IN2O2PtSSb.

```
68
Properties=species:S:1:pos:R:3:lowdin_spin:R:1
Pt 1.127 0.986 1.658 1.39
N 3.356 0.801 1.532 0.06
C 4.156 2.049 1.579 0.00
C 3.979 2.817 2.885 0.00
C 2.640 3.573 3.015 0.00
C 1.704 3.054 4.097 0.01
N 1.356 1.629 3.882 0.11
H 3.711 0.142 2.219 0.00
H 3.483 0.351 0.629 0.00
H 3.830 2.666 0.741 0.00
H 5.211 1.809 1.431 0.00
H 4.801 3.531 2.942 0.00
H 4.135 2.138 3.732 0.00
H 2.112 3.555 2.057 0.00
H 2.833 4.624 3.234 0.00
H 0.776 3.624 4.078 0.00
H 2.151 3.187 5.086 0.00
H 0.490 1.397 4.357 0.00
H 2.072 1.029 4.280 0.00
S -1.258 0.795 1.937 0.11
Sb -1.618 -0.951 0.462 0.02
C -0.128 -2.420 0.566 0.00
C 0.455 -2.940 -0.582 0.00
C 1.430 -3.921 -0.469 0.00
C 1.821 -4.373 0.784 0.00
C 1.238 -3.849 1.930 0.00
C 0.260 -2.869 1.824 0.00
C -1.995 -0.277 -1.480 0.00
C -2.304 -1.194 -2.481 0.00
C -2.600 -0.736 -3.756 0.00
C -2.607 0.628 -4.019 0.00
C -2.318 1.538 -3.013 0.00
C -2.004 1.088 -1.738 0.00
C -3.375 -1.948 1.027 0.00
C -3.353 -3.305 1.330 0.00
C -4.532 -3.947 1.684 0.00
C -5.722 -3.236 1.736 0.00
C -5.742 -1.881 1.432 0.00
C -4.569 -1.233 1.076 0.00
H 0.167 -2.575 -1.560 0.00
H 1.886 -4.331 -1.360 0.00
H 2.580 -5.139 0.868 0.00
H 1.539 -4.208 2.906 0.00
H -0.197 -2.462 2.720 0.00
H -2.329 -2.258 -2.275 0.00
H -2.835 -1.442 -4.541 0.00
H -2.843 0.982 -5.014 0.00
H -2.331 2.600 -3.221 0.00
H -1.769 1.796 -0.950 0.00
H -2.428 -3.867 1.288 0.00
H -4.519 -5.003 1.918 0.00
H -6.639 -3.739 2.012 0.00
H -6.671 -1.329 1.471 0.00
H -4.593 -0.175 0.839 0.00
I 0.872 2.238 -7.208 0.00
C 1.047 1.933 -5.156 0.00
C 1.083 0.635 -4.659 0.00
C 1.166 0.435 -3.292 0.00
C 1.218 1.524 -2.429 0.01
C 1.205 2.818 -2.936 0.00
C 1.115 3.026 -4.302 0.00
C 1.238 1.298 -0.965 0.01
O 1.410 2.268 -0.171 0.15
O 1.069 0.132 -0.495 0.11
H 1.038 -0.208 -5.334 0.00
H 1.178 -0.567 -2.883 0.00
H 1.249 3.656 -2.253 0.00
H 1.093 4.031 -4.701 0.00
```

Energy relative to the best compared isomer or geometry (same formula, charge and spin) ... 0.000 eV
Total charge ... +1
E_LUMO (spin up / spin down) ... -2.28 / -3.67 eV
M ... 915.4 g mol⁻¹
Electronic energy ... -2438.90775 a.u.
Multiplicity ... 3
Orbital gap (spin up / spin down) ... 7.6 / 7.2 eV

***

Q: Number 3 is which compound?
A: C9H15N3